(1)
74
Properties=species:S:1:pos:R:3:forces:R:3:mulliken_charge:R:1 method="wB97M-V/def2-TZVPD" total_energy_ev=-83693.90264 gap_ev="5.804 / 5.803" homo_energy_ha="-0.29102 / -0.29108" e_lumo_ev="-2.1147 / -2.1180"
Ir 0.296112 -0.035835 0.132494 -2.43 -0.07 -1.19 -0.448
O 2.296047 -0.244966 -3.496789 -1.48 -0.18 0.75 -0.524
C 1.426491 -0.244709 -2.469298 3.66 1.79 1.91 0.355
O 1.829701 0.203328 -1.334131 -0.96 -0.59 -2.34 -0.512
C 0.114937 -0.742972 -2.623522 -3.44 -1.16 -0.27 0.401
C -0.588765 -1.059829 -3.810256 1.52 0.58 0.76 -0.620
C -1.905078 -1.432326 -3.739108 -1.12 -0.36 0.78 -0.670
C -2.553205 -1.546194 -2.487168 0.92 0.16 -1.04 -0.395
C -1.822138 -1.231044 -1.362619 -0.25 -0.09 0.79 0.364
N -0.557633 -0.829660 -1.424469 1.09 -0.17 -2.68 0.821
C -2.338431 -1.247295 0.080006 -0.01 0.02 -0.36 0.167
O -3.436900 -1.672684 0.349902 -0.06 -0.08 -0.25 -0.692
O -1.478165 -0.779294 0.920026 0.80 0.21 0.78 -0.642
H 3.116582 0.169640 -3.190887 0.13 0.04 0.19 0.441
H -0.068383 -0.951355 -4.748505 -0.03 -0.06 -0.16 0.601
H -2.462285 -1.637187 -4.642530 0.05 -0.02 -0.03 0.445
H -3.583379 -1.846527 -2.391135 -0.10 -0.01 0.07 0.602
S -1.470690 1.846653 2.059515 -0.27 0.37 0.06 0.064
C -1.453591 3.397884 1.237134 0.08 -0.98 -1.38 0.270
C -1.593760 4.534338 2.035640 -0.26 0.83 0.36 -0.091
N -1.715867 5.435744 2.737679 0.07 0.26 0.16 -0.504
C -1.484358 3.425368 -0.147095 0.50 -0.79 2.23 0.923
S -1.129613 2.096973 -1.153552 1.00 -1.81 -0.03 -0.300
C -1.838755 4.606647 -0.832366 -0.14 0.57 -0.32 -0.254
N -2.152096 5.532337 -1.432900 -0.05 0.27 -0.12 -0.439
C 5.151791 -7.693705 1.404265 0.01 0.00 0.03 -1.586
C 4.418570 -6.387890 1.396169 -0.02 0.08 0.00 0.715
C 3.152841 -6.268628 0.839996 0.05 0.02 0.07 -1.146
C 2.484215 -5.052745 0.821876 -0.03 0.14 -0.08 1.143
C 1.112843 -4.949258 0.225093 0.00 -0.05 -0.02 -1.561
C 3.104099 -3.925733 1.359758 -0.38 -0.18 -0.56 -0.459
Te 2.123273 -1.999997 1.319235 0.27 0.41 0.62 0.950
N 1.133149 0.586106 1.755900 1.42 0.35 0.95 -0.334
C 0.959649 1.246514 2.795631 -0.34 -0.16 -0.79 0.525
O -0.184400 1.962232 3.092988 -0.09 0.67 0.63 -0.371
C 1.961297 1.375919 3.878545 0.02 -0.08 0.16 0.235
C 2.552007 0.222195 4.383204 -0.12 -0.01 -0.04 0.125
C 3.532889 0.313543 5.351157 0.08 0.06 -0.01 -0.764
C 3.937897 1.559622 5.802424 0.04 0.02 0.10 -0.492
C 3.340825 2.710552 5.313983 0.05 0.05 -0.02 -0.606
C 2.343987 2.625294 4.355994 -0.04 -0.14 -0.08 -0.571
C 3.770217 -1.043150 0.373928 -0.16 0.04 0.21 1.341
C 4.254236 0.110641 0.973809 -0.14 -0.06 0.20 -0.775
C 5.324375 0.788264 0.420538 0.08 0.07 -0.01 -0.864
C 5.918549 0.307761 -0.733538 0.04 0.08 0.00 -0.774
C 5.426619 -0.837538 -1.333142 -0.03 0.04 -0.07 -0.418
C 4.341676 -1.525219 -0.802436 -0.14 -0.07 0.07 0.718
C 3.814865 -2.734602 -1.508452 0.07 -0.05 -0.04 -1.629
C 4.353548 -4.036060 1.970957 -0.04 0.26 0.07 1.515
C 5.022253 -2.869277 2.626786 0.04 0.10 0.04 -1.708
C 4.996138 -5.264913 1.970066 -0.19 -0.13 -0.09 -1.017
H 4.602640 -8.455181 0.857011 0.02 -0.09 -0.03 0.365
H 5.297831 -8.040352 2.427012 0.02 -0.07 0.03 0.340
H 6.135575 -7.572014 0.953126 0.06 -0.09 -0.03 0.352
H 2.677384 -7.140855 0.413669 -0.07 -0.09 -0.05 0.323
H 0.760292 -5.919163 -0.116662 -0.07 -0.03 -0.01 0.439
H 1.112645 -4.265447 -0.626509 -0.06 0.03 -0.04 0.173
H 0.408437 -4.564337 0.964970 -0.12 -0.01 -0.06 0.339
H 2.226938 -0.741748 4.011473 0.02 0.07 0.05 0.571
H 3.985697 -0.581927 5.748703 0.05 -0.10 0.05 0.427
H 4.717627 1.634053 6.543522 0.10 0.02 0.12 0.402
H 3.659447 3.677846 5.677028 -0.01 0.04 0.00 0.402
H 1.880183 3.517642 3.960733 -0.08 0.05 0.02 0.488
H 3.784106 0.476881 1.877425 0.02 0.03 -0.01 0.261
H 5.693005 1.683602 0.895944 0.04 0.11 0.05 0.485
H 6.758372 0.825989 -1.172206 0.08 0.04 -0.02 0.390
H 5.880787 -1.208522 -2.240593 0.09 -0.05 -0.12 0.456
H 4.093256 -2.719686 -2.560224 0.01 -0.02 -0.07 0.496
H 2.726145 -2.764361 -1.433270 -0.04 -0.15 -0.06 -0.071
H 4.215398 -3.644999 -1.058641 -0.12 -0.07 -0.05 0.366
H 4.278381 -2.191651 3.050757 0.20 0.06 0.09 0.143
H 5.610806 -2.311404 1.899664 0.05 0.14 0.02 0.278
H 5.689100 -3.204864 3.416949 0.03 -0.01 0.07 0.560
H 5.968407 -5.350394 2.436209 0.11 0.03 0.07 0.465

(2)
75
Properties=species:S:1:pos:R:3:forces:R:3:mulliken_charge:R:1 method="wB97M-V/def2-TZVPD" total_energy_ev=-124540.56479 total_charge=+2 gap_ev="4.795 / 4.799" homo_energy_ha="-0.49042 / -0.49048" e_lumo_ev="-8.5504 / -8.5473" de_lowest_kj_mol=0.0
Pt 0.050749 0.263153 0.540389 -0.16 0.39 0.15 1.031
O 4.178241 -0.578731 -2.095508 0.04 0.01 0.07 -0.467
C 2.991634 -0.887494 -1.593729 -0.14 -0.18 -0.27 0.083
O 1.941586 -0.772174 -2.171991 0.08 0.08 0.07 -0.435
C 3.105786 -1.523507 -0.234807 0.03 0.04 0.13 0.298
C 4.239343 -2.255795 0.106865 0.03 0.04 0.01 -0.920
C 4.249157 -2.944811 1.305191 0.03 0.00 -0.02 -1.031
C 3.128791 -2.882368 2.118200 -0.07 0.00 0.06 -1.108
C 2.054469 -2.107689 1.706247 0.02 0.04 0.00 1.316
N 2.044576 -1.431828 0.558328 0.06 -0.11 -0.17 0.645
C 0.773105 -1.985569 2.474009 0.05 -0.08 -0.03 0.325
O 0.599616 -2.641291 3.594492 -0.06 0.02 0.01 -0.433
O -0.153971 -1.301380 2.065897 -0.04 0.11 0.01 -0.715
H 4.073057 -0.237976 -2.998470 -0.03 0.02 0.00 0.433
H 5.083515 -2.285574 -0.566718 0.00 0.00 0.00 0.599
H 5.109233 -3.530711 1.598795 -0.01 0.00 0.00 0.477
H 3.123199 -3.438882 3.046590 0.00 0.01 0.01 0.346
H 1.359486 -3.176011 3.858829 0.02 -0.03 -0.02 0.265
F -2.159245 2.100215 -0.796351 0.00 0.00 -0.03 -0.413
C -0.933538 2.467819 -1.225023 -0.04 -0.08 0.08 0.369
C 0.174179 1.752809 -0.803180 0.01 -0.03 0.17 0.720
C 1.396869 2.207205 -1.267374 -0.07 -0.08 -0.07 -0.105
F 2.537254 1.612738 -0.857178 0.05 0.06 0.03 -0.510
C 1.520697 3.287954 -2.121866 -0.01 0.01 0.00 0.280
F 2.721578 3.683167 -2.528594 0.02 0.01 -0.01 -0.323
C 0.385736 3.968466 -2.535688 0.00 -0.04 0.02 0.599
F 0.488476 5.003562 -3.349962 0.00 0.02 0.00 -0.302
C -0.855523 3.555741 -2.077322 0.01 -0.01 -0.01 0.493
F -1.954274 4.195508 -2.452333 0.01 0.01 0.00 -0.318
C 1.685674 5.338281 1.599950 -0.05 -0.01 0.00 -0.474
C 0.307466 5.293358 1.803604 0.01 0.04 0.01 -0.919
C -0.322034 4.079949 1.973894 -0.01 0.03 0.01 0.126
C 0.437789 2.893927 1.904824 -0.04 -0.12 0.06 -0.090
C 1.820202 2.945604 1.657805 0.08 0.05 0.02 -0.114
C 2.442363 4.166976 1.537992 0.01 -0.05 0.00 -0.804
N -0.164491 1.654463 2.018240 0.03 0.00 -0.34 -0.015
C -1.186512 1.547196 2.940689 0.09 -0.03 0.01 0.712
C -2.258046 0.658279 2.729654 -0.09 0.00 -0.04 -0.014
C -3.239161 0.532814 3.683620 -0.01 0.01 0.02 -1.003
C -3.159565 1.260996 4.872621 0.04 0.00 -0.05 -0.507
C -2.095904 2.128522 5.100545 -0.01 0.01 0.02 -0.840
C -1.116515 2.286588 4.144545 -0.03 -0.01 0.04 -0.100
H 2.174369 6.295410 1.473140 0.00 0.00 0.00 0.452
H -0.268624 6.208194 1.817994 0.00 0.00 -0.01 0.455
H -1.397161 4.020304 2.083474 0.01 0.01 -0.01 0.615
H 2.377795 2.019725 1.602300 0.00 0.01 0.01 0.383
H 3.511049 4.220691 1.383686 0.00 0.00 0.00 0.488
H -2.339130 0.150507 1.777924 0.01 0.00 0.03 0.213
H -4.083384 -0.118762 3.505814 0.00 0.00 0.00 0.479
H -3.931096 1.149003 5.622574 0.00 0.00 0.00 0.436
H -2.026394 2.670769 6.033285 0.00 0.00 0.00 0.436
H -0.254256 2.906961 4.344747 0.01 -0.01 -0.01 0.566
C -1.052776 -0.269983 -3.014612 0.02 -0.01 0.03 -1.342
As -1.025099 -0.976584 -1.224493 0.08 -0.26 0.02 0.383
C -2.896159 -1.192738 -0.792431 0.05 0.00 -0.02 -1.329
C -0.373680 -2.826530 -1.278587 0.02 0.06 -0.04 -0.617
C -1.065682 -3.619572 -2.345430 -0.04 -0.02 -0.04 -0.053
C -0.548656 -3.646842 -3.639647 -0.01 0.01 0.02 -0.151
C -1.197155 -4.353718 -4.640332 -0.01 -0.01 -0.01 -0.710
C -2.371279 -5.038914 -4.358756 0.00 0.00 0.00 -0.513
C -2.889235 -5.022584 -3.071466 -0.01 -0.01 -0.01 -0.730
C -2.240282 -4.315990 -2.070046 0.04 0.00 0.00 -0.378
H -1.350460 -1.079676 -3.680343 0.00 0.00 0.01 0.634
H -0.069776 0.101807 -3.285974 0.00 -0.01 0.00 0.275
H -1.793514 0.525709 -3.063987 0.00 0.01 0.03 0.450
H -3.361158 -1.744704 -1.608988 -0.02 0.00 0.02 0.559
H -3.370474 -0.219520 -0.694029 0.02 0.04 0.01 0.421
H -3.003429 -1.763176 0.129309 0.01 0.02 0.02 0.370
H -0.557959 -3.232706 -0.281921 -0.03 0.02 0.00 0.580
H 0.699511 -2.769268 -1.442884 -0.03 0.02 -0.01 0.356
H 0.372029 -3.117596 -3.861481 0.00 0.00 0.00 0.459
H -0.782739 -4.376796 -5.639340 0.00 0.00 0.00 0.423
H -2.875092 -5.593777 -5.138387 0.00 0.00 0.00 0.413
H -3.795526 -5.568132 -2.845047 0.00 0.00 0.00 0.417
H -2.639652 -4.325012 -1.061760 0.00 0.01 0.00 0.400

(3)
70
Properties=species:S:1:pos:R:3:forces:R:3:mulliken_charge:R:1 method="wB97M-V/def2-TZVPD" total_energy_ev=-135650.40307 total_charge=-2 gap_ev=5.485 homo_energy_ha=-0.04954 e_lumo_ev=4.1366 de_lowest_kj_mol=0.0
Tl 1.771848 0.946874 -0.701357 0.13 0.07 0.04 0.557
O 2.179862 5.280132 -1.023616 0.01 -0.02 0.00 -0.057
C 0.944275 5.819773 -1.156861 0.00 0.00 -0.01 0.520
C 0.742681 7.083564 -1.695745 0.00 0.00 0.00 -0.877
C -0.542465 7.605111 -1.788051 0.00 0.00 0.00 -0.450
C -1.618619 6.866044 -1.330237 0.00 0.00 0.00 -0.814
C -1.400332 5.600376 -0.788400 0.01 0.00 0.00 -0.333
C -0.133539 5.048244 -0.703394 0.00 0.02 0.00 0.289
C 0.165023 3.638905 -0.208682 -0.08 -0.06 0.05 -0.135
O 0.486389 2.827652 -1.245005 0.00 -0.03 0.00 -0.792
N -1.026546 3.110530 0.526526 0.04 0.00 -0.07 -0.056
N -0.663506 2.011714 1.249309 -0.07 0.02 0.00 -0.530
C -1.427528 0.994449 1.221279 0.02 -0.01 -0.03 -0.212
C -1.121206 -0.235301 1.945842 -0.03 0.00 0.03 0.069
Br 0.523195 -0.256312 2.896209 0.01 0.00 0.00 -0.100
C -1.852689 -1.349537 1.918020 0.00 -0.01 0.00 -0.546
C -3.168640 -1.482531 1.252727 -0.01 0.01 -0.02 0.003
C -3.370298 -2.492815 0.308812 -0.02 0.00 0.02 0.167
C -4.605807 -2.629763 -0.306312 -0.01 0.01 0.01 -1.113
C -5.656837 -1.780268 0.015817 0.00 0.00 0.00 -0.366
C -5.465692 -0.782293 0.960944 0.00 0.00 0.00 -0.621
C -4.229724 -0.636846 1.575141 0.01 0.00 0.00 -0.239
H 2.860476 5.864339 -1.370575 -0.01 0.02 -0.01 0.251
H 1.597223 7.658174 -2.039412 0.00 0.00 0.00 0.301
H -0.691940 8.591219 -2.212296 0.00 0.00 0.00 0.346
H -2.623442 7.266717 -1.387289 0.00 0.00 0.00 0.354
H -2.241038 5.033630 -0.409534 -0.01 0.00 0.00 0.371
H 0.942742 3.708267 0.571095 0.01 0.01 0.00 0.463
H -1.710916 2.854557 -0.191294 0.01 -0.01 0.02 0.329
H -2.328734 0.972674 0.603427 0.00 0.00 0.00 0.300
H -1.456978 -2.244614 2.382715 0.01 0.00 0.00 0.556
H -2.540257 -3.133688 0.017219 -0.02 0.03 0.03 0.469
H -4.739220 -3.402688 -1.053655 0.00 0.00 0.00 0.410
H -6.618949 -1.892782 -0.470258 0.00 0.00 0.00 0.363
H -6.278216 -0.114326 1.221701 0.00 0.00 0.00 0.364
H -4.078710 0.135921 2.319818 0.00 0.00 0.00 0.480
Te 4.332069 3.076712 -0.167552 -0.01 -0.03 -0.01 -0.311
C 5.753328 1.585264 0.285963 -0.01 0.00 -0.01 -0.115
C 6.957762 1.299048 -0.304808 -0.01 0.01 0.00 -0.469
C 7.629841 0.180804 0.263795 0.01 -0.01 0.01 -0.393
C 6.934597 -0.386360 1.289750 -0.01 0.00 -0.01 -0.521
S 5.459841 0.454048 1.549819 0.00 -0.01 0.02 -0.111
H 7.339477 1.876217 -1.135865 0.00 0.00 0.00 0.361
H 8.586693 -0.190084 -0.082507 0.00 0.00 0.00 0.319
H 7.203534 -1.248324 1.879854 0.00 0.00 0.00 0.353
C -1.029856 -6.237365 3.341212 0.00 0.00 0.00 -0.396
C -1.560031 -6.336616 2.056676 0.00 -0.01 0.00 -0.625
C -1.179418 -5.451604 1.063662 0.00 0.01 0.00 -0.214
C -0.253004 -4.429897 1.316030 0.03 -0.04 0.00 0.353
C 0.268961 -4.343519 2.611953 0.01 0.00 0.00 -0.390
C -0.111471 -5.231846 3.609358 0.00 0.00 0.00 -0.536
C 0.143534 -3.459021 0.281969 0.03 0.00 -0.01 -0.007
C -0.374637 -3.426600 -0.954836 -0.02 -0.01 0.00 -1.363
C 0.074714 -2.391137 -1.854503 0.02 0.00 -0.01 0.586
C 1.310759 -2.467723 -2.528191 -0.04 0.01 0.00 -0.268
C 1.719264 -1.479597 -3.408540 0.00 0.00 -0.01 -0.481
C 0.921235 -0.366501 -3.657786 0.00 0.01 0.00 -0.511
C -0.303079 -0.266415 -2.999514 0.01 0.00 0.01 -0.418
C -0.719513 -1.256603 -2.126075 -0.01 -0.01 0.01 -0.018
H -1.332164 -6.930287 4.118086 0.00 0.00 0.00 0.346
H -2.281171 -7.115866 1.831685 0.00 0.00 0.00 0.342
H -1.581804 -5.517127 0.059155 0.00 0.00 0.00 0.410
H 0.980405 -3.554036 2.831416 0.00 0.00 0.00 0.321
H 0.310027 -5.133227 4.603935 0.00 0.00 0.00 0.359
H 0.881761 -2.721848 0.634387 -0.01 -0.01 0.00 0.129
H 1.949413 -3.320844 -2.330335 0.01 0.00 -0.02 0.411
H 2.688229 -1.563727 -3.889530 0.00 0.00 0.00 0.324
H 1.251840 0.416607 -4.328447 0.00 0.00 0.00 0.381
H -0.917120 0.615472 -3.143104 0.00 0.00 0.00 0.217
H -1.675871 -1.163098 -1.621720 0.00 0.00 -0.01 0.212

Ordered strongest force on any atom results: 4.50 0.45 0.16; unit eV Å⁻¹.